Here is a structure of composition C28H28ClO2RhSi2 from OMol25. Energies are from the ωB97M-V functional and the def2-TZVPD basis.

Output
- maximum force (eV Å⁻¹) = 0.10
- energy relative to the best compared isomer or geometry (same formula, charge and spin) (kJ/mol) = 0.00

Structure (XYZ):
```
62
Properties=species:S:1:pos:R:3:forces:R:3:mulliken_charge:R:1
Rh 0.21633 -1.33479 -0.44278 -0.1 0.1 0.0 -0.232
Cl 5.83238 -3.68437 3.57897 0.0 0.0 0.0 -0.232
C 4.64733 -3.30205 2.36518 0.0 0.0 0.0 0.159
C 4.94181 -3.56047 1.00837 0.0 0.0 0.0 -0.481
C 4.03481 -3.27569 0.03217 0.0 0.0 0.0 -0.695
C 2.76613 -2.69732 0.33305 -0.1 0.0 0.0 0.871
O 1.95373 -2.44610 -0.62212 0.0 0.1 0.0 -0.810
C 2.48565 -2.44412 1.71323 -0.1 0.0 0.0 0.325
C 1.25782 -1.90799 2.18391 0.1 -0.1 0.0 0.050
O 0.26962 -1.48613 1.54883 0.1 0.0 0.0 -0.705
C 3.44819 -2.76564 2.70687 0.0 0.0 0.0 -0.955
H 5.90134 -3.99212 0.75448 0.0 0.0 0.0 0.423
H 4.25086 -3.47278 -1.00909 0.0 0.0 0.0 0.447
H 1.14964 -1.85201 3.27304 0.0 0.0 0.0 0.342
H 3.21441 -2.57235 3.74671 0.0 0.0 0.0 0.427
C -1.97552 -3.45540 0.48130 0.0 0.0 0.0 -1.302
Si -2.03048 -1.82920 -0.47585 0.0 -0.1 0.1 1.093
C -3.54204 -0.93549 0.18581 0.0 0.0 0.0 -1.107
C -2.31956 -2.23585 -2.29515 0.0 0.0 0.0 -1.279
H -2.91457 -4.00250 0.35052 0.0 0.0 0.0 0.413
H -1.83950 -3.27254 1.54870 0.0 0.0 0.0 0.279
H -1.16161 -4.09968 0.14173 0.0 0.0 0.0 0.277
H -4.40294 -1.58924 0.01224 0.0 0.0 0.0 0.526
H -3.74527 0.02170 -0.29171 0.0 0.0 0.0 0.265
H -3.47321 -0.77838 1.26384 0.0 0.0 0.0 0.341
H -3.11002 -2.99091 -2.35135 0.0 0.0 0.0 0.388
H -1.43239 -2.66896 -2.76640 0.0 0.0 0.0 0.338
H -2.64098 -1.37553 -2.88044 0.0 0.0 0.0 0.328
C -4.05877 2.76952 -2.69347 0.0 0.0 0.0 -0.522
C -3.23302 1.84634 -3.32138 0.0 0.0 0.0 -1.035
C -2.16920 1.28871 -2.62801 0.0 0.0 0.0 -0.527
C -1.90341 1.63412 -1.30006 0.0 0.0 0.0 0.198
C -2.73930 2.57254 -0.69173 0.0 0.0 0.0 -0.410
C -3.80727 3.13485 -1.37923 0.0 0.0 0.0 -0.701
Si -0.46926 0.85087 -0.36908 0.0 0.0 0.0 1.881
C -0.42996 1.57737 1.36538 0.0 0.0 0.0 0.305
C 0.30882 2.73454 1.62477 0.0 0.0 0.0 -0.186
C 0.31786 3.31432 2.88748 0.0 0.0 0.0 -0.698
C -0.41578 2.74585 3.91752 0.0 0.0 0.0 -0.515
C -1.15550 1.59442 3.68106 0.0 0.0 0.0 -0.813
C -1.15722 1.01865 2.41930 0.0 0.0 0.0 0.003
C 1.12504 1.36219 -1.25764 0.0 0.0 0.0 0.418
C 1.15472 2.00395 -2.49940 0.0 0.0 0.0 -0.672
C 2.35791 2.31354 -3.11960 0.0 0.0 0.0 -0.671
C 3.56101 1.98218 -2.51301 0.0 0.0 0.0 -0.545
C 3.55840 1.34637 -1.27901 0.0 0.0 0.0 -0.886
C 2.35427 1.04149 -0.66321 0.0 0.0 0.0 -0.217
H -4.89310 3.20419 -3.22919 0.0 0.0 0.0 0.384
H -3.41973 1.56057 -4.34919 0.0 0.0 0.0 0.420
H -1.53274 0.57000 -3.13495 0.0 0.0 0.0 0.899
H -2.55997 2.86326 0.33705 0.0 0.0 0.0 0.353
H -4.44468 3.85791 -0.88586 0.0 0.0 0.0 0.408
H 0.88766 3.19235 0.83065 0.0 0.0 0.0 0.414
H 0.89858 4.21108 3.06430 0.0 0.0 0.0 0.400
H -0.41053 3.19576 4.90234 0.0 0.0 0.0 0.372
H -1.72870 1.14362 4.48181 0.0 0.0 0.0 0.414
H -1.72369 0.11044 2.25659 0.0 0.0 0.0 0.068
H 0.22701 2.28136 -2.98462 0.0 0.0 0.0 0.374
H 2.35491 2.81712 -4.07828 0.0 0.0 0.0 0.407
H 4.49860 2.22248 -2.99808 0.0 0.0 0.0 0.380
H 4.49260 1.08758 -0.79640 0.0 0.0 0.0 0.428
H 2.37252 0.55638 0.30912 0.0 0.0 0.0 0.377
```
Forces are in eV/Å.



Here is a cluster of 9 separate species, C49H111N5O9 in total in a non-equilibrium geometry from OMol25. Energies are from the ωB97M-V functional and the def2-TZVPD basis.

Output
- 2S+1 = 2
- total charge = +1
- maximum force (eV Å⁻¹) = 4.50

Structure (XYZ):
```
174
Properties=species:S:1:pos:R:3:forces:R:3:lowdin_spin:R:1
C 7.86251 -9.13018 22.54309 -1.2 0.5 -3.6 0.000
C 9.26868 -8.97119 22.89633 0.1 1.4 -1.1 0.000
O 9.37347 -9.62338 24.04982 1.4 -2.1 3.7 0.000
H 7.67294 -8.31567 21.84399 -1.0 0.3 0.2 0.000
H 7.14055 -9.22650 23.35401 0.0 0.5 -0.1 0.000
H 7.78858 -9.98955 21.87667 -0.5 -0.4 0.3 0.000
H 9.52697 -7.91899 23.01573 0.3 0.2 -0.1 0.000
H 9.89180 -9.41107 22.11765 0.4 0.1 -0.1 0.000
H 8.46555 -9.83120 24.28239 0.5 -0.3 0.8 0.000
C 9.78371 -5.10505 21.69362 -0.6 1.3 0.0 0.000
C 8.29145 -4.96226 22.00829 -0.7 -1.6 -0.2 0.000
O 7.77939 -3.75793 21.49098 0.4 0.8 -0.6 0.000
H 9.84592 -5.02111 20.60864 0.2 0.3 -0.1 0.000
H 10.34530 -6.00510 21.94384 -0.5 0.0 0.6 0.000
H 10.20439 -4.21413 22.15987 0.7 -0.1 -0.2 0.000
H 7.93936 -5.00348 23.03903 0.8 -0.3 0.4 0.000
H 7.79493 -5.78714 21.49728 -0.2 -0.3 0.0 0.000
H 6.87049 -3.90026 21.21666 0.0 0.0 0.1 0.000
O 10.92598 -14.05081 19.05544 0.3 -0.4 -0.2 0.000
H 10.65220 -13.45303 19.75109 -0.2 0.3 0.4 0.000
H 10.53897 -13.68613 18.25953 -0.2 0.0 -0.1 0.000
O 10.17403 -12.02893 21.26781 0.0 -0.3 0.0 0.000
H 10.84340 -11.41541 20.96489 0.3 0.2 -0.2 0.000
H 9.45781 -11.47162 21.57223 -0.2 0.0 0.2 0.000
C 20.32880 -12.66037 16.75332 -1.5 -0.7 -0.6 0.000
C 19.90104 -14.19634 16.74105 -1.0 0.4 -0.2 0.000
C 19.84711 -14.61577 18.18803 -0.5 0.7 2.3 0.000
C 18.59601 -14.17189 19.04376 0.2 -1.6 -1.6 0.000
C 17.39397 -14.75726 18.25784 0.0 1.2 0.2 0.000
C 17.27152 -14.17263 16.81871 -0.4 0.4 -0.2 0.000
N 18.52648 -14.45547 16.06928 1.0 -0.1 0.8 0.000
O 18.47526 -13.85977 14.76313 0.0 -0.6 0.6 0.000
C 16.12775 -14.97941 16.15897 -0.5 0.2 -1.1 0.000
C 16.86940 -12.65136 16.84730 0.1 -0.9 0.7 0.000
C 20.91019 -15.13069 16.07364 0.1 0.6 -0.5 0.000
H 19.69513 -12.16608 17.48968 0.6 -0.1 0.7 0.000
H 19.95600 -12.10076 15.89544 0.5 -0.1 -0.7 0.000
H 21.39413 -12.45390 16.85601 -0.2 -0.2 0.2 0.000
H 20.00560 -15.69028 18.27970 -0.4 -0.1 0.0 0.000
H 20.69700 -14.17649 18.71035 0.4 0.0 -0.3 0.000
H 18.47605 -13.10246 19.21705 0.2 0.2 -0.6 0.000
H 18.67361 -14.54207 20.06604 0.0 -0.5 -0.1 0.000
H 16.50157 -14.52861 18.84045 -0.4 0.0 -0.4 0.000
H 17.36905 -15.83206 18.07813 0.6 -0.1 0.6 0.000
H 16.29438 -16.04518 16.00251 0.7 0.0 0.2 0.000
H 15.15082 -14.95782 16.64194 0.2 0.4 0.8 0.000
H 15.88271 -14.59111 15.17040 0.3 0.2 -0.2 0.000
H 15.86197 -12.67428 17.26282 0.0 0.4 0.1 0.000
H 17.54110 -12.10861 17.51239 -0.2 0.1 0.2 0.000
H 16.84080 -12.07795 15.92075 0.0 -0.6 -0.3 0.000
H 21.87392 -15.12045 16.58279 0.1 0.5 0.0 0.000
H 21.01547 -14.78084 15.04669 0.3 -0.4 -0.1 0.000
H 20.62537 -16.18254 16.09808 -0.5 0.2 -0.1 0.000
H 18.97564 -13.04559 14.85435 0.0 0.4 -0.1 0.000
C 16.78850 -6.61124 22.18495 1.4 -0.3 0.1 0.000
C 15.83428 -5.69337 22.85783 -2.3 0.0 1.3 0.000
C 14.96029 -6.57522 23.88404 1.2 1.1 -1.3 0.000
C 14.21800 -5.67472 24.82055 0.9 -1.3 1.6 0.000
C 15.14122 -4.66086 25.56782 -2.0 -1.2 -1.1 0.000
C 15.98931 -3.84104 24.61716 -1.3 2.3 0.1 0.000
N 16.62516 -4.70575 23.62961 -0.3 -1.7 2.1 0.000
O 17.57968 -4.02680 22.88877 0.0 0.5 -0.9 0.000
C 15.14952 -2.73290 23.84533 -0.2 -0.2 0.4 0.000
C 16.98202 -3.16114 25.60083 1.8 0.3 -2.1 0.000
C 14.82537 -5.07219 21.86683 0.9 0.3 -1.0 0.000
H 17.41675 -6.07863 21.47098 -0.6 -0.3 -0.9 0.000
H 16.30856 -7.55107 21.91207 0.0 0.3 -0.8 0.000
H 17.58617 -6.91735 22.86180 -0.2 -0.1 0.7 0.000
H 14.17635 -7.19105 23.44327 0.3 0.0 -1.0 0.000
H 15.67783 -7.28119 24.30218 -0.1 0.2 0.8 0.000
H 13.78577 -6.38523 25.52514 -0.1 0.2 0.7 0.000
H 13.30512 -5.28986 24.36596 0.4 0.7 -0.3 0.000
H 15.86499 -5.08443 26.26412 -0.5 -0.7 0.0 0.000
H 14.36378 -4.15085 26.13666 0.7 1.1 0.2 0.000
H 15.02384 -1.79837 24.39211 0.0 -0.1 0.4 0.000
H 15.54078 -2.43015 22.87407 0.6 -0.3 0.1 0.000
H 14.15335 -3.10354 23.60374 -0.1 0.0 0.3 0.000
H 16.63057 -2.48066 26.37641 -0.6 -0.5 -0.1 0.000
H 17.72267 -3.86716 25.97643 -0.4 -0.4 0.5 0.000
H 17.63674 -2.55255 24.97709 0.0 0.5 -0.1 0.000
H 14.55624 -5.81320 21.11412 -0.1 -0.2 0.0 0.000
H 15.36793 -4.28857 21.33799 0.0 0.2 -0.3 0.000
H 13.90481 -4.60521 22.21699 0.2 -0.3 0.5 0.000
H 18.40651 -4.44303 23.14314 0.2 0.0 0.0 0.000
C 9.60801 -9.21879 18.43734 1.5 -0.2 -1.3 0.000
C 11.07459 -8.89058 17.90990 -1.2 0.6 0.3 0.000
C 11.33638 -7.45429 18.42559 1.2 0.8 1.3 0.000
C 12.83116 -7.00555 18.56244 -0.6 -2.3 -1.4 0.000
C 13.70940 -8.15758 19.08912 0.0 0.2 0.3 0.000
C 13.45683 -9.67114 18.67949 -0.6 0.8 -1.2 0.000
N 11.97135 -9.86285 18.52956 1.2 0.9 2.1 0.000
O 11.55126 -11.22776 18.56357 0.4 1.6 -0.8 0.000
C 14.21898 -10.01003 17.31008 -0.3 0.4 1.5 0.000
C 13.99663 -10.52714 19.84061 -0.7 -0.5 -1.3 0.000
C 11.16812 -8.94255 16.36402 -0.1 -1.4 0.5 0.000
H 8.92315 -8.46212 18.05454 -0.1 0.0 0.2 0.000
H 9.62784 -9.25859 19.52643 -0.1 0.0 -0.1 0.000
H 9.36258 -10.19648 18.02263 -0.4 0.0 0.2 0.000
H 10.91204 -6.67773 17.78921 -0.6 -0.4 -0.2 0.000
H 10.86380 -7.35959 19.40325 -0.1 0.0 0.1 0.000
H 13.04376 -6.09646 19.12498 -0.4 0.0 0.0 0.000
H 13.07720 -6.83463 17.51441 0.6 0.4 -0.2 0.000
H 13.67925 -8.06717 20.17495 -0.3 -0.4 0.2 0.000
H 14.74043 -7.87219 18.88027 0.3 -0.4 -0.3 0.000
H 14.07781 -9.17868 16.61942 0.2 0.0 -0.1 0.000
H 15.27094 -10.14201 17.56321 0.2 0.2 -0.3 0.000
H 13.89688 -10.92920 16.82071 -0.2 -0.1 0.2 0.000
H 15.06375 -10.35746 19.98395 -0.2 0.4 0.4 0.000
H 13.34503 -10.35519 20.69732 0.5 0.0 0.3 0.000
H 13.91218 -11.57282 19.54473 -0.1 -0.1 0.2 0.000
H 10.38451 -8.47735 15.76599 0.2 0.7 0.3 0.000
H 11.01639 -9.99609 16.12924 0.1 -0.4 -0.3 0.000
H 12.19108 -8.74679 16.04256 -0.3 0.5 -0.2 0.000
H 11.60489 -11.42777 17.62617 -0.1 -1.0 -0.3 0.000
C 16.97452 -4.69114 15.07159 1.0 -2.2 0.3 0.017
C 16.17873 -5.69301 14.14717 0.4 2.5 0.8 0.041
C 15.27206 -4.71665 13.39405 -1.1 -1.2 -1.1 0.001
C 14.61148 -5.33617 12.15832 -0.3 -0.1 0.0 0.000
C 15.58548 -5.88537 11.13304 0.9 -0.5 1.2 0.005
C 16.72329 -6.78524 11.85672 -0.8 0.2 -2.5 0.056
N 17.14403 -6.30582 13.16829 -3.4 0.0 0.3 0.613
O 18.13641 -6.98523 13.70723 0.6 -0.2 0.5 0.119
C 16.03817 -8.19688 11.98397 0.6 -0.7 1.2 0.056
C 17.98517 -6.85110 10.96968 0.5 0.1 0.9 0.016
C 15.49531 -6.76088 15.04083 0.5 -1.1 -1.5 0.039
H 16.38283 -3.96764 15.63242 -0.3 -0.1 -0.6 0.001
H 17.42563 -5.34104 15.82141 0.3 0.3 0.3 0.000
H 17.79913 -4.24817 14.51312 -0.2 0.5 0.0 0.000
H 14.43165 -4.48439 14.04818 0.3 0.4 0.3 -0.001
H 15.82257 -3.81045 13.14140 0.0 0.0 0.0 0.000
H 13.95641 -6.14334 12.48613 -0.1 0.0 0.1 0.000
H 13.96271 -4.59894 11.68536 0.0 0.0 0.0 0.000
H 15.93637 -5.06455 10.50756 0.6 -0.2 0.1 0.001
H 15.09569 -6.63492 10.51145 0.0 0.4 -0.3 0.000
H 14.95159 -8.17293 12.06682 0.1 0.4 0.4 0.002
H 16.47624 -8.69772 12.84731 -0.3 -0.1 0.3 0.000
H 16.21870 -8.94807 11.21506 0.5 0.8 -0.7 0.005
H 18.40493 -5.85088 10.86263 -0.6 0.3 -0.9 0.000
H 17.75409 -7.41596 10.06656 0.2 0.6 -0.1 0.001
H 18.85787 -7.29377 11.44981 -0.4 -0.9 0.1 0.000
H 16.23601 -7.27473 15.65355 -0.1 0.7 0.7 0.001
H 14.61290 -6.36130 15.54063 0.4 0.1 0.2 0.005
H 15.18584 -7.62250 14.44928 -0.6 0.2 -0.3 0.000
H 18.88348 -6.39889 13.56690 1.2 0.0 0.3 0.020
C 8.75494 -12.45896 13.42644 -0.4 -0.9 1.4 0.000
C 7.53473 -13.07360 14.23973 -0.4 -0.5 0.2 0.000
C 6.30348 -12.54828 13.50425 -0.3 0.9 -0.8 0.000
C 5.01945 -13.23863 13.70216 -1.6 -0.9 1.2 0.000
C 5.14384 -14.70566 13.51018 0.6 -0.9 0.4 0.000
C 6.40642 -15.38393 14.19713 -1.5 0.0 0.2 0.000
N 7.59615 -14.54842 14.04068 -1.5 0.8 -1.6 0.000
O 8.68086 -15.15649 14.67373 0.4 0.1 0.2 0.000
C 6.02719 -15.75364 15.69937 -0.5 0.2 -0.6 0.000
C 6.58677 -16.65234 13.34973 -0.3 -0.9 0.6 0.000
C 7.42896 -12.83977 15.79312 1.9 -0.1 -0.7 0.000
H 8.78211 -12.83742 12.40462 -0.3 -0.4 0.2 0.000
H 9.63585 -12.83128 13.94939 0.4 0.5 -0.2 0.000
H 8.71554 -11.37724 13.29833 0.0 0.1 0.6 0.000
H 6.02450 -11.51731 13.72191 1.0 0.4 0.2 0.000
H 6.52059 -12.58269 12.43664 0.1 0.0 -0.2 0.000
H 4.18910 -12.90692 13.07879 0.4 0.4 -0.5 0.000
H 4.56937 -13.07644 14.68156 0.4 0.3 0.5 0.000
H 5.12569 -14.90142 12.43805 0.3 -0.3 -0.1 0.000
H 4.26154 -15.17429 13.94610 0.0 -0.4 -0.2 0.000
H 5.27391 -15.08550 16.11680 0.2 0.6 -0.1 0.000
H 5.45611 -16.68121 15.73917 0.4 -0.4 -0.3 0.000
H 6.84605 -15.79983 16.41732 0.2 -0.1 -0.4 0.000
H 7.16077 -17.44892 13.82308 0.8 0.3 0.0 0.000
H 5.64319 -17.19288 13.27508 -0.5 0.4 -0.1 0.000
H 6.89661 -16.43389 12.32778 0.3 0.1 0.2 0.000
H 6.44427 -13.01472 16.22658 0.0 0.7 -0.3 0.000
H 7.99360 -11.94778 16.06448 -0.9 0.8 0.2 0.000
H 8.06946 -13.56055 16.30139 0.0 -0.5 -0.2 0.000
H 8.98927 -15.67795 13.92905 0.6 -0.3 0.2 0.000
```
Forces are in eV/Å.



no.,electronic energy (eV)
1,-64872.5644
2,-78471.8169